The following is a DFT calculation (ωB97M-V/def2-TZVPD) of one molecule with the formula C3H5FIN.

## Properties
**Energy**: -569.55515 a.u.
**ΔE to the lowest compared entry with this formula, charge and spin**: 78.4 kJ/mol
**SMILES**: C=C(F)N(C)I
**HOMO**: -8.8 eV
**Multiplicity**: 1

```
11
C3H5FIN ωB97M-V/def2-TZVPD
H 0.165 -1.354 0.600
N 0.174 1.461 0.535
C -0.054 0.870 -0.814
H -0.411 1.744 -1.431
H -0.923 0.151 -0.767
F 0.417 1.121 2.738
H -0.205 -1.215 2.463
C 0.194 -0.819 1.520
H 0.739 0.444 -1.434
I 1.552 2.975 0.596
C 0.264 0.475 1.544
```

Here are the Löwdin charges for atoms 1 to 5, given in e: number 1, H, carries 0.053; number 2, N, carries -0.552; number 3, C, carries -0.208; number 4, H, carries 0.073; number 5, H, carries 0.100